one:
Formula: C4H9N3S
Source: the Open Molecules 2025 dataset
Level of theory: wB97M-V/def2-TZVPD

Cartesian coordinates (Å):
C 1.493 -1.035 -0.096
C 1.601 1.198 0.660
C -0.483 0.205 0.501
C -3.091 -0.612 0.153
N 0.160 -1.049 0.197
N 2.260 -0.093 0.320
N 0.280 1.276 0.699
S -2.121 0.677 0.011
H 1.945 -2.049 -0.513
H 2.261 2.131 0.752
H -0.212 0.370 -2.072
H 0.300 0.825 -2.332
H -4.021 -0.178 -0.070
H -3.173 -1.675 0.361
H -0.272 -1.919 0.293
H 3.214 -0.217 0.203
H -0.141 2.144 0.933

Computed properties:
Net charge   +2
HOMO energy (alpha / beta)   -16.4 / -16.5 eV
Gap between HOMO and LUMO (alpha / beta)   6.75 / 6.75 eV
LUMO energy (alpha / beta)   -9.63 / -9.79 eV

List of natural (NBO) charges in e, atom by atom: C 0.435; C 0.180; C 0.053; C -0.510; N -0.570; N -0.495; N -0.436; S 0.763; H 0.306; H 0.297; H -0.049; H 0.048; H 0.261; H 0.295; H 0.464; H 0.474; H 0.483


two:
Formula: C4H9N3S
Source: the Open Molecules 2025 dataset
Level of theory: wB97M-V/def2-TZVPD

Cartesian coordinates (Å):
C 2.679 -0.051 -0.944
C 1.062 1.594 0.063
C -1.901 0.081 -0.296
C -1.104 -0.603 0.462
N 1.707 0.728 -0.400
N 0.476 2.484 0.747
N -1.053 -2.097 0.168
S 2.424 -1.604 -0.758
H 3.493 0.400 -1.325
H -2.548 -0.130 -1.031
H -2.189 1.136 -0.006
H -0.382 -0.345 1.201
H 0.796 2.878 1.677
H -0.498 2.771 0.408
H -2.018 -2.562 0.125
H -0.313 -2.589 0.759
H -0.631 -2.092 -0.849

Computed properties:
Net charge   +2
HOMO energy   -17.5 eV
Gap between HOMO and LUMO   7.90 eV
LUMO energy   -9.60 eV

List of natural (NBO) charges in e, atom by atom: C -0.163; C 0.782; C -0.360; C -0.050; N -0.327; N -0.797; N -0.748; S 0.279; H 0.252; H 0.248; H 0.238; H 0.233; H 0.507; H 0.478; H 0.485; H 0.475; H 0.468


two takes first place; second place is 37.2 kcal/mol up.


one:
Formula: C7H7NO4
Source: the Open Molecules 2025 dataset
Level of theory: wB97M-V/def2-TZVPD

Cartesian coordinates (Å):
C -1.167 -0.736 -1.147
C -1.234 -1.038 0.160
C -0.148 0.194 -1.787
C 1.114 -0.815 1.265
C -1.053 -0.349 2.587
C 0.047 1.527 -1.089
C -0.355 -0.709 1.434
N 1.170 2.238 -1.626
O 1.948 -0.041 1.617
O 0.537 -0.201 -2.692
O 1.361 -1.965 0.509
O -0.789 2.038 -0.396
H -1.903 -1.289 -1.780
H -2.225 -1.577 0.415
H -0.571 -0.352 3.532
H -2.076 -0.093 2.647
H 1.164 3.223 -1.445
H 2.305 -1.954 0.050
H 1.875 1.898 -2.255

Computed properties:
HOMO energy   -9.5 eV
Gap between HOMO and LUMO   8.77 eV
SMILES   C=C(/C=C\C(=O)C(N)=O)C(=O)O
LUMO energy   -0.69 eV

List of natural (NBO) charges in e, atom by atom: C -0.296; C -0.136; C 0.462; C 0.757; C -0.267; C 0.574; C -0.174; N -0.833; O -0.538; O -0.485; O -0.712; O -0.537; H 0.240; H 0.218; H 0.202; H 0.207; H 0.398; H 0.505; H 0.414


two:
Formula: C7H7NO4
Source: the Open Molecules 2025 dataset
Level of theory: wB97M-V/def2-TZVPD

Cartesian coordinates (Å):
C -0.002 -3.953 -0.069
C 0.930 -3.355 0.817
C -0.615 -2.907 -0.752
C 0.720 -1.981 0.638
C 1.374 -0.784 1.238
C 0.009 3.095 -0.055
C -1.038 2.143 0.368
N -0.753 0.968 0.948
O -1.499 0.153 1.373
O 2.378 -0.860 1.882
O 0.794 0.392 0.895
O -0.129 -1.726 -0.339
H -0.295 -4.910 -0.043
H 1.579 -3.746 1.645
H -1.178 -2.825 -1.582
H 0.112 3.721 0.842
H -0.328 3.831 -0.785
H 1.011 2.532 -0.405
H -2.105 2.396 0.562

Computed properties:
HOMO energy   -8.9 eV
Gap between HOMO and LUMO   8.51 eV
SMILES   C/C=[N+](/[O-])OC(=O)c1ccco1
LUMO energy   -0.40 eV

List of natural (NBO) charges in e, atom by atom: C -0.302; C -0.252; C 0.113; C 0.135; C 0.751; C -0.675; C -0.038; N 0.394; O -0.345; O -0.526; O -0.535; O -0.368; H 0.220; H 0.253; H 0.193; H 0.236; H 0.236; H 0.269; H 0.241


one takes first place; second place is 91.8 kcal/mol up.